Computed, not measured: a 3-piece molecular cluster, C41H25IO9S overall at a distorted geometry, with ωB97M-V with the def2-TZVPD basis set.

Structure (XYZ):
```
77
Properties=species:S:1:pos:R:3:forces:R:3:lowdin_charge:R:1
O 2.44361 4.11216 2.27999 0.26 1.10 -0.42 0.025
C 2.73343 5.06234 1.61695 0.07 -1.75 0.39 -0.830
I 2.56197 7.04239 2.48213 0.09 -0.10 -0.28 0.791
C 3.23004 4.88819 0.15182 -0.68 0.75 1.11 -0.111
C 2.07979 4.26605 -0.61111 0.32 1.17 0.73 -0.205
C 2.22067 3.17569 -1.40640 1.68 -0.95 -0.27 -0.005
C 1.17512 2.60711 -2.08996 0.17 -0.50 -0.43 0.025
C -0.05053 3.16785 -1.93019 -1.39 -0.36 -0.50 -0.093
C -0.20951 4.27413 -1.11788 -1.77 0.54 -0.03 -0.079
C 0.82877 4.84380 -0.46285 0.61 0.51 0.17 0.044
C -1.60055 4.82935 -0.96588 0.10 -0.17 -0.18 -0.269
O -1.85517 6.00897 -0.88552 0.06 -0.33 0.36 0.145
C -2.68301 3.77722 -0.96463 -0.40 0.63 0.33 -0.179
C -3.87251 3.99381 -0.04242 1.00 -0.83 -0.59 -0.162
S -4.05020 2.51857 0.99559 0.71 0.96 2.71 0.656
O -4.84551 2.89401 2.13546 -1.48 0.01 -0.83 -0.352
O -2.75861 2.07800 1.43992 0.57 -0.55 -1.42 -0.325
C -2.53322 2.73354 -1.75829 0.41 -0.51 -0.59 0.063
C -1.28521 2.61304 -2.59300 0.05 0.07 -0.14 -0.294
O -1.28701 2.14343 -3.71035 0.00 -0.08 0.64 0.127
H 4.10198 4.24120 0.23507 0.04 0.06 -0.26 0.096
H 3.48227 5.89098 -0.19549 0.20 -0.25 -0.37 0.103
H 3.20749 2.73138 -1.48748 -0.05 -0.07 -0.08 0.114
H 1.30592 1.72907 -2.70523 0.06 0.00 -0.07 0.136
H 0.69440 5.72178 0.15643 -0.17 0.02 -0.03 0.119
H -4.79439 4.22845 -0.57108 -0.07 0.06 0.21 0.121
H -3.57497 4.76085 0.67379 -0.51 0.03 0.13 0.116
H -4.66492 1.53949 0.26397 0.06 0.33 -0.10 0.083
H -3.26957 1.94020 -1.84494 0.00 0.09 -0.20 0.130
C 7.28710 -4.37036 -1.56082 -0.06 0.04 -0.01 -0.055
C 6.00283 -4.07484 -2.00692 0.07 0.01 0.03 -0.055
C 5.44498 -2.83470 -1.74673 -0.06 -0.14 -0.09 -0.001
C 6.16436 -1.88742 -1.02897 0.13 -0.01 0.08 -0.083
C 7.44503 -2.19256 -0.56120 -0.14 0.07 -0.03 -0.082
C 8.00628 -3.43240 -0.83944 0.03 -0.16 -0.05 -0.001
C 8.21417 -1.20898 0.25027 0.30 -0.10 0.09 -0.276
O 9.32798 -1.47085 0.65312 -0.02 0.02 -0.01 0.110
C 7.58020 0.10165 0.56293 -0.12 0.03 -0.03 -0.079
C 8.25523 1.01378 1.36538 0.04 0.15 0.09 0.003
C 7.68119 2.24121 1.65226 -0.04 -0.01 -0.05 -0.050
C 6.43298 2.56591 1.13070 0.05 -0.07 -0.01 -0.053
C 5.75476 1.65731 0.33614 -0.02 0.28 0.11 0.000
C 6.31995 0.42159 0.05664 0.11 -0.10 0.00 -0.078
C 5.55989 -0.55299 -0.77200 -0.32 0.05 -0.14 -0.274
O 4.46963 -0.26495 -1.22368 0.04 0.03 0.00 0.101
H 7.72441 -5.33729 -1.77297 0.00 0.01 0.00 0.108
H 5.43825 -4.81398 -2.56013 0.01 0.01 0.00 0.108
H 4.44870 -2.60279 -2.09769 0.02 0.12 0.04 0.121
H 9.00255 -3.66384 -0.48819 0.00 0.12 0.07 0.121
H 9.22697 0.76204 1.76768 -0.01 -0.11 -0.08 0.122
H 8.20612 2.94829 2.28115 0.00 -0.01 -0.01 0.110
H 5.98872 3.52839 1.35071 0.03 0.00 0.04 0.097
H 4.78143 1.90682 -0.06417 -0.02 -0.17 -0.01 0.094
C -5.87390 -7.20918 -0.40917 -0.06 0.04 -0.01 -0.057
C -7.12160 -6.91107 -0.94799 0.06 0.02 0.03 -0.057
C -7.67067 -5.65206 -0.77420 -0.05 -0.15 -0.09 -0.002
C -6.97996 -4.68774 -0.05078 0.12 -0.01 0.09 -0.083
C -5.73812 -4.99443 0.50948 -0.13 0.06 -0.05 -0.083
C -5.18411 -6.25407 0.31809 0.03 -0.17 -0.04 -0.002
C -5.00329 -3.99078 1.32806 0.29 -0.08 0.13 -0.278
O -3.92235 -4.25555 1.81101 -0.02 0.01 -0.01 0.109
C -5.62990 -2.65782 1.54670 -0.14 0.03 -0.05 -0.081
C -4.98726 -1.72603 2.35336 0.03 0.13 0.06 0.007
C -5.55367 -0.47770 2.55461 0.02 0.03 -0.01 -0.063
C -6.76045 -0.15088 1.94245 0.03 -0.01 -0.02 -0.064
C -7.40754 -1.07790 1.14137 -0.02 0.17 0.05 -0.002
C -6.85057 -2.33619 0.94803 0.13 -0.06 0.04 -0.084
C -7.57465 -3.33305 0.11267 -0.30 0.07 -0.14 -0.278
O -8.62825 -3.04960 -0.41917 0.03 0.00 0.01 0.105
H -5.44265 -8.19125 -0.55369 0.00 0.01 0.00 0.107
H -7.66428 -7.66305 -1.50591 0.01 0.01 0.00 0.107
H -8.63812 -5.41811 -1.19717 0.02 0.13 0.04 0.120
H -4.21662 -6.48697 0.74150 -0.01 0.12 0.06 0.121
H -4.04749 -1.97760 2.82578 0.00 -0.11 -0.07 0.124
H -5.05536 0.24678 3.18642 -0.01 0.01 -0.02 0.108
H -7.19571 0.82861 2.09664 0.02 0.00 0.02 0.110
H -8.34778 -0.82645 0.66946 -0.01 -0.13 -0.04 0.120
```
Positions in Å, forces in eV/Å.

Summary:
**Multiplicity**: 1
**LUMO energy**: -1.1 eV
**Highest occupied orbital energy**: -9.88 eV